DFT (ωB97M-V/def2-TZVPD) results for a molecular structure, C40H59FN6O5PS3Si2Sn.

```
118
Properties=species:S:1:pos:R:3:forces:R:3:mulliken_charge:R:1
Sn -0.115846 -2.047338 0.052920 -0.078 -0.096 0.075 0.867
C -1.478228 -5.606405 -0.954816 -0.011 -0.036 0.051 -1.027
Si -1.164394 -5.231350 0.864311 -0.048 0.007 -0.021 0.477
C -2.669324 -4.570519 1.748401 0.004 -0.024 -0.015 -0.785
C -0.862494 -6.928259 1.616372 -0.049 -0.009 0.028 -1.293
C 0.343339 -4.048812 0.923487 0.048 -0.007 0.035 2.513
C 1.328566 -4.551768 -0.079544 -0.007 0.052 -0.004 -1.512
C 2.028762 -5.759815 -0.003722 0.033 -0.014 -0.052 -0.805
C 2.888787 -6.105337 -1.028298 -0.019 -0.015 0.036 -1.179
C 3.048285 -5.252047 -2.113676 -0.018 0.044 0.005 -0.788
C 2.336583 -4.069163 -2.108841 0.053 -0.002 -0.037 -0.404
N 1.514704 -3.734647 -1.117388 -0.065 0.029 0.042 0.834
Si 1.263534 -3.877470 2.616493 -0.033 -0.012 -0.018 0.840
C 0.654760 -2.543547 3.774033 0.012 0.001 0.016 -0.990
C 1.175261 -5.465171 3.617144 0.030 0.023 0.028 -1.351
C 3.081824 -3.570868 2.256188 -0.005 -0.023 0.048 -1.002
H -2.469507 -6.050838 -1.074641 -0.002 0.006 -0.006 0.420
H -0.745761 -6.343372 -1.296328 -0.007 0.002 -0.002 0.298
H -1.412125 -4.754674 -1.629664 -0.007 0.086 -0.026 0.205
H -3.375141 -5.396656 1.873980 -0.006 -0.003 -0.009 0.547
H -3.171137 -3.768427 1.210371 0.011 0.006 0.006 0.120
H -2.417045 -4.180305 2.735639 -0.005 -0.011 0.000 0.224
H -1.702546 -7.541536 1.275066 -0.001 -0.017 0.002 0.426
H -0.885831 -6.923337 2.705126 -0.015 -0.021 -0.048 0.372
H 0.047047 -7.430421 1.289519 0.018 0.006 -0.020 0.320
H 1.904215 -6.409797 0.848614 -0.011 -0.013 0.025 0.554
H 3.433962 -7.039580 -0.982292 0.000 -0.002 -0.001 0.465
H 3.706964 -5.496035 -2.934894 0.001 0.004 -0.005 0.522
H 2.405580 -3.350252 -2.916539 -0.010 -0.026 0.023 0.116
H -0.396994 -2.663025 4.033763 -0.003 -0.013 -0.001 0.303
H 0.806810 -1.537946 3.383948 0.000 0.013 -0.009 0.145
H 1.250148 -2.639222 4.687819 -0.005 0.000 0.002 0.510
H 0.185865 -5.616719 4.051891 0.020 0.018 0.006 0.303
H 1.882384 -5.354295 4.444154 0.003 -0.002 0.016 0.397
H 1.447991 -6.368163 3.071295 0.008 0.017 0.006 0.365
H 3.248375 -2.752278 1.556507 -0.009 0.026 -0.034 0.105
H 3.579491 -4.461751 1.869070 -0.003 0.015 0.004 0.340
H 3.571159 -3.300026 3.195731 0.011 0.006 -0.004 0.467
C -2.757469 3.639673 5.069105 0.002 0.000 -0.002 -0.997
C -3.652218 3.186613 3.925969 -0.009 0.008 0.025 -1.057
N -2.912243 2.460392 2.889057 -0.009 -0.021 -0.017 0.300
C -2.848563 1.117002 2.958689 0.025 0.026 0.049 -0.275
C -2.146902 0.312600 2.113219 0.078 -0.022 0.045 -0.505
C -2.108515 -1.151402 2.464423 -0.130 0.005 -0.107 -0.247
O -2.793059 -1.544736 3.394281 0.021 -0.005 0.016 -0.758
O -1.318317 -1.893252 1.776601 0.063 0.007 0.067 0.203
C -1.446762 0.892924 1.015551 -0.014 0.077 0.064 0.213
O -0.857377 0.275506 0.113958 0.012 0.011 -0.107 0.278
C -1.439885 2.366329 0.994155 -0.030 0.001 0.018 0.891
C -0.650116 3.004854 0.037389 0.069 -0.013 -0.012 -0.168
C -0.596451 4.367115 0.019245 0.069 -0.045 0.027 0.355
F 0.204885 5.001024 -0.867023 -0.005 0.020 0.012 -0.426
C -1.313876 5.148437 0.928806 -0.041 -0.046 0.006 -1.400
C -2.092410 4.522144 1.878817 -0.048 0.027 -0.042 -0.674
C -2.161310 3.121403 1.930089 0.014 -0.017 -0.041 0.158
N -1.201803 6.578490 0.950188 0.032 0.039 0.083 0.343
C 0.046381 7.033838 1.546951 0.065 0.009 -0.048 -0.418
C -0.047401 8.513507 1.859664 -0.001 -0.023 0.015 -0.879
N -0.379225 9.260626 0.593666 0.006 0.027 -0.009 -0.146
C -1.637395 8.735309 -0.050574 0.008 -0.012 -0.017 -0.878
C -1.450894 7.255040 -0.313048 -0.063 -0.002 -0.029 -0.390
H -3.344861 4.176856 5.813403 -0.001 0.000 0.001 0.392
H -1.959206 4.295645 4.721114 -0.002 0.003 -0.003 0.301
H -2.297610 2.778908 5.554246 0.002 -0.001 0.002 0.338
H -4.174352 4.022167 3.460173 0.005 0.001 -0.001 0.449
H -4.419252 2.508241 4.294627 -0.003 0.001 -0.012 0.477
H -3.390468 0.642881 3.768339 -0.013 -0.001 -0.002 0.622
H -0.063863 2.408538 -0.654254 -0.016 0.005 -0.041 -0.127
H -2.630460 5.144063 2.578933 0.002 0.003 0.004 0.550
H 0.912221 6.844149 0.891292 -0.010 -0.004 0.009 0.320
H 0.222230 6.496712 2.477920 -0.008 0.011 0.006 0.461
H 0.889165 8.911862 2.244823 -0.003 0.001 0.000 0.415
H -0.855481 8.717403 2.559864 -0.001 0.008 -0.005 0.351
H 0.395649 9.154351 -0.066467 -0.005 0.000 0.008 0.407
H -0.469000 10.258463 0.786857 0.002 -0.010 -0.003 0.348
H -1.798514 9.298022 -0.967977 0.000 0.002 0.003 0.438
H -2.448263 8.920893 0.651138 0.001 0.000 0.002 0.352
H -0.639503 7.116483 -1.041900 0.002 -0.024 0.002 0.369
H -2.360751 6.861797 -0.764969 -0.013 0.016 0.017 0.447
N 2.279330 -0.104519 1.262272 -0.029 0.003 0.080 -0.763
C 1.486403 -0.808197 0.810061 0.025 -0.045 -0.017 -0.032
S -2.449670 -2.294706 -1.094495 0.045 -0.199 -0.050 -0.339
C -3.013077 -0.725423 -1.541328 -0.036 0.088 0.008 0.677
N -2.261749 0.125750 -2.261700 -0.094 -0.002 -0.034 0.643
C -2.656454 1.349769 -2.642835 -0.006 0.029 -0.005 -0.143
C -3.911966 1.794366 -2.328494 -0.022 -0.034 0.011 -0.853
C -4.749450 0.938680 -1.603508 -0.003 0.034 -0.015 -0.356
C -4.309545 -0.302501 -1.208980 0.046 -0.012 0.024 -0.854
H -1.299781 -0.195553 -2.505537 0.065 -0.019 0.049 -0.760
H -1.916525 1.918656 -3.190131 0.008 -0.007 0.005 0.410
H -4.237975 2.772614 -2.647423 0.002 0.005 0.003 0.468
H -5.750894 1.256140 -1.342422 -0.003 0.002 -0.002 0.425
H -4.932204 -0.969888 -0.631386 0.003 -0.005 0.003 0.521
C 3.344000 -0.054996 -6.267282 0.006 -0.003 0.004 -1.297
C 2.057819 -0.756034 -5.877633 -0.004 -0.016 -0.021 0.431
C 2.274341 -2.183438 -5.417318 -0.002 0.007 -0.030 -0.791
O 1.330415 0.059213 -4.919390 0.012 0.085 0.044 -0.357
P 1.500774 0.225673 -3.352733 -0.100 -0.263 -0.048 0.825
S 0.946710 2.023310 -2.861510 -0.040 0.077 -0.001 -0.466
S 0.412849 -1.334658 -2.565048 0.049 0.114 -0.045 -0.649
O 3.042554 -0.098125 -3.146059 0.092 0.059 -0.013 -0.028
C 3.641313 -0.397649 -1.853061 -0.017 -0.017 0.009 2.224
C 4.844259 -1.271306 -2.136319 -0.001 0.005 -0.001 -1.748
C 4.008462 0.884659 -1.139752 0.059 -0.022 0.020 -1.387
H 3.800950 -0.574979 -7.110602 0.002 -0.001 -0.003 0.463
H 4.047484 -0.049598 -5.435611 -0.006 0.002 -0.006 0.143
H 3.140481 0.973489 -6.563146 0.002 0.003 -0.001 0.345
H 1.377435 -0.763649 -6.730409 0.017 0.004 -0.007 0.375
H 2.979670 -2.219406 -4.587710 0.012 0.020 -0.018 -0.169
H 2.696329 -2.752739 -6.247029 -0.004 -0.011 0.001 0.537
H 1.337101 -2.649676 -5.115618 0.008 0.006 0.012 0.282
H 2.904036 -0.958947 -1.272702 0.030 0.015 -0.031 -1.193
H 5.584980 -0.718018 -2.716290 0.003 -0.009 -0.010 0.367
H 4.562563 -2.167012 -2.690371 -0.006 0.005 0.005 0.328
H 5.301010 -1.581065 -1.195835 0.002 0.004 0.008 0.416
H 4.713004 1.456379 -1.746662 -0.006 0.012 -0.017 0.362
H 4.472155 0.641999 -0.183313 -0.009 0.013 -0.015 0.432
H 3.128090 1.491686 -0.940226 0.011 0.000 -0.023 0.152
```
Forces are in eV/Å.

Summary:
**Frontier orbital gap**: 6.411 eV
**E_LUMO**: -3.18 eV
**Energy relative to the best compared isomer or geometry (same formula, charge and spin)**: 0.00 kJ/mol
**E_HOMO**: -9.6 eV
**Net charge**: +1
**E_tot**: -4693.4441 hartree